# 1
Formula: C26H48N9O11
Source: OMol25
Level of theory: ωB97M-V/def2-TZVPD

Last column: Mulliken charge in e.
CARTESIAN COORDINATES (ANGSTROEM)
O 56.535 11.177 55.275  -0.611
O 64.169 6.621 59.591  -0.415
O 57.320 3.964 56.212  -0.518
O 58.688 3.221 61.558  -0.515
O 57.273 10.065 56.901  -0.432
O 60.626 13.022 57.560  -0.464
O 56.861 3.009 60.415  -0.360
O 58.563 12.650 58.287  -0.452
O 55.848 4.652 57.640  -0.425
O 61.153 8.896 58.192  -0.363
O 65.517 7.404 57.984  -0.477
N 56.418 3.822 57.059  0.854
N 59.606 13.429 58.096  0.804
N 56.961 8.352 53.289  0.120
N 57.457 10.591 55.856  1.059
N 60.479 8.178 58.953  1.461
N 54.666 7.473 61.076  0.008
N 65.240 7.098 59.263  0.689
N 57.577 2.687 61.346  0.812
N 60.898 4.854 52.293  -0.118
C 54.350 7.906 62.341  -0.361
C 58.803 10.825 55.356  -0.944
C 59.627 14.805 58.563  -0.798
C 60.776 4.666 53.666  -0.275
C 60.131 8.710 60.273  1.181
C 58.897 9.792 60.002  -1.445
C 63.105 5.178 53.272  -0.708
C 55.257 6.192 60.987  -1.025
C 61.318 9.530 60.777  -1.619
C 56.135 6.962 55.013  -0.171
C 55.607 5.787 62.391  -0.275
C 57.086 1.487 62.118  -0.876
C 60.773 6.239 57.413  -1.282
C 66.252 7.486 60.269  -0.730
C 59.006 6.506 60.892  0.331
C 58.450 7.036 57.793  -0.849
C 62.190 5.320 51.871  -0.456
C 62.109 4.825 54.344  -0.661
C 59.798 7.622 61.342  -1.225
C 56.075 2.399 57.457  -0.961
C 59.819 6.886 58.415  0.798
C 57.630 7.225 53.114  -1.042
C 54.937 6.856 63.246  -1.106
C 59.667 5.813 59.581  -1.992
C 57.146 6.229 54.122  -0.063
C 56.019 8.323 54.320  -0.853
H 58.894 11.670 54.837  0.454
H 58.520 7.682 56.929  0.377
H 54.523 8.139 60.275  0.273
H 62.230 4.633 55.295  0.763
H 55.467 2.509 58.405  0.277
H 58.552 10.356 60.895  0.464
H 59.252 10.339 59.060  0.304
H 57.094 1.901 57.848  0.263
H 61.316 9.840 61.933  0.335
H 59.763 4.208 54.017  0.277
H 59.099 4.952 59.364  0.581
H 55.771 1.745 56.793  0.455
H 61.562 10.507 60.274  0.327
H 58.929 14.942 59.467  0.312
H 57.801 7.523 58.495  0.340
H 60.568 5.493 59.836  0.950
H 62.308 9.088 60.918  0.389
H 56.423 1.899 62.675  0.381
H 55.604 6.571 55.889  0.435
H 58.057 9.328 59.785  0.436
H 56.970 9.113 52.683  0.245
H 55.020 6.948 64.181  0.627
H 60.297 4.712 51.402  0.314
H 66.130 7.078 61.322  0.285
H 55.320 9.265 54.464  0.334
H 60.604 15.112 58.979  0.309
H 59.271 8.093 62.336  0.414
H 55.424 5.990 60.038  1.230
H 59.071 15.378 57.756  0.312
H 58.621 5.837 61.703  0.397
H 59.021 10.056 54.650  0.285
H 60.301 5.216 57.018  0.322
H 67.114 6.999 59.886  0.344
H 53.805 8.879 62.480  0.376
H 58.037 7.013 60.622  -0.388
H 58.206 7.042 52.383  0.836
H 66.333 8.523 60.091  0.303
H 58.192 6.041 57.245  -0.307
H 57.558 5.110 54.185  0.172
H 59.443 10.975 56.186  0.175
H 56.731 0.841 61.359  0.323
H 60.876 6.944 56.541  0.523
H 60.745 7.223 61.791  0.256
H 62.377 5.460 50.901  0.480
H 61.725 5.913 58.128  0.217
H 58.052 1.036 62.608  0.273
H 64.139 5.290 53.206  0.436
H 56.150 4.817 62.746  0.267

The charge is +1. The max |F| is 11.1 eV/A. The spin multiplicity is 1. For the frontier orbital gap, the calculation gives 3.822 eV.



# 2
Formula: C5H11N2
Source: OMol25
Level of theory: ωB97M-V/def2-TZVPD

Last column: Mulliken charge in e.
CARTESIAN COORDINATES (ANGSTROEM)
N 0.608 0.390 1.879  -0.392
N 0.404 0.723 -0.543  0.034
C -0.411 0.148 -1.612  -0.510
C -1.801 -0.104 -1.023  -1.186
C 0.780 -0.253 0.529  0.028
C 0.491 -0.393 2.861  -0.203
C 1.761 0.335 -0.440  -0.515
H 0.179 -1.151 0.492  0.438
H -2.124 0.861 -0.884  0.399
H 2.192 -0.315 -1.181  0.262
H 2.408 1.058 0.016  0.309
H -2.344 -0.661 -1.842  0.340
H 0.262 -1.519 2.558  0.182
H -0.749 0.804 -2.364  0.359
H -1.833 -0.661 -0.130  0.435
H 0.064 -0.754 -2.005  0.304
H 0.155 -0.142 3.896  0.292
H -0.040 1.636 -0.207  0.426

The charge is +1. Its SMILES is C=N[C@@H]1C[N@H+]1CC. The max |F| is 4.1 eV/A. The spin multiplicity is 1. For the frontier orbital gap, the calculation gives 11.380 eV.



# 3
Formula: C8H17Al2BrCl4FKO11P2S
Source: OMol25
Level of theory: ωB97M-V/def2-TZVPD

Last column: Mulliken charge in e.
CARTESIAN COORDINATES (ANGSTROEM)
Br -1.168 -2.964 -2.690  -0.207
K 5.564 0.068 -1.178  0.968
Cl 3.121 3.607 -4.400  1.672
Cl 2.065 -0.068 -3.692  -0.050
Cl -0.573 2.113 0.374  -0.139
Cl -0.836 -0.346 -3.840  0.139
S 4.915 -2.545 -0.452  1.305
P -1.183 -0.137 4.967  0.881
P -1.564 -0.460 1.844  0.598
Al -4.623 3.478 3.177  0.420
Al -1.878 -2.892 2.598  0.360
F -0.398 1.159 -5.978  -0.481
O 0.361 0.174 5.132  -0.603
O 5.716 -2.489 -1.687  -0.529
O 3.793 4.805 -4.856  -0.517
O 3.917 -1.460 -0.464  -0.592
O -2.089 0.481 6.326  -0.523
O 4.227 -3.845 -0.371  -0.403
O 1.811 3.952 -3.890  -0.501
O 5.799 -2.386 0.715  -0.378
O 2.980 2.679 -5.503  -0.478
O 3.901 2.987 -3.348  -0.526
O -1.378 -1.841 4.740  -0.463
C -1.846 0.679 3.349  -0.621
C -0.095 0.378 0.907  -0.241
C -3.963 2.047 1.083  -0.681
C -4.198 0.605 0.933  -0.265
C -3.078 -0.541 0.695  -0.355
C 0.707 -0.672 -4.644  -0.278
C 0.547 -2.004 -0.272  0.479
C 0.302 -0.408 -0.459  -0.281
H -2.707 -0.622 -0.416  0.215
H -2.992 0.782 3.494  0.122
H -3.613 -1.566 0.906  0.413
H -1.329 1.718 3.183  0.455
H -3.720 2.795 0.233  0.401
H -1.508 1.148 6.813  0.394
H -5.319 0.253 0.939  0.336
H -0.701 -2.279 5.350  0.371
H -0.455 -0.175 -1.324  0.000
H -4.062 2.490 2.174  0.485
H 0.706 -0.176 -5.619  0.396
H 1.674 -2.301 -0.396  -0.099
H -0.002 -2.531 -1.178  -0.212
H 0.863 0.447 1.582  0.480
H 0.816 -1.750 -4.776  0.366
H 0.170 -2.436 0.736  -0.097
H 1.321 0.049 -0.819  0.267

The charge is +2. The max |F| is 5.9 eV/A. The spin multiplicity is 1. For the frontier orbital gap, the calculation gives 1.821 eV.



# 4
Formula: C2H6F8KNO13S4
Source: OMol25
Level of theory: ωB97M-V/def2-TZVPD

Last column: Mulliken charge in e.
CARTESIAN COORDINATES (ANGSTROEM)
K -1.147 0.258 -0.920  1.028
S -0.929 0.854 2.629  0.920
S 1.363 1.502 2.785  0.976
S -0.529 -4.383 1.251  1.090
S 1.543 1.489 -3.384  1.146
F -2.917 -3.213 1.604  -0.243
F 2.344 3.783 -2.261  -0.229
F -1.761 -2.348 -0.010  -0.181
F 3.883 2.718 -3.312  -0.247
F -2.772 -4.242 -0.268  -0.265
F -2.238 0.884 1.656  -0.353
F 3.188 2.011 -1.379  -0.203
F 2.500 1.726 1.697  -0.223
O 0.312 1.571 -2.603  -0.760
O -3.408 -0.451 -2.255  -0.505
O 2.129 0.165 -3.444  -0.689
O 1.834 0.343 3.485  -0.531
O 1.373 -0.828 0.154  -0.633
O 0.445 -3.289 1.252  -0.734
O 0.027 3.184 -0.291  -0.658
O 1.408 2.129 -4.682  -0.701
O -0.953 -4.837 2.557  -0.654
O -0.249 -5.392 0.270  -0.669
O 1.305 2.786 3.418  -0.571
O -0.899 -0.516 3.042  -0.501
O -1.365 1.833 3.600  -0.659
N 0.126 1.214 1.557  -0.224
C -2.071 -3.494 0.608  0.508
C 2.821 2.561 -2.529  0.611
H 1.039 -0.039 0.600  0.351
H 0.330 2.843 -1.147  0.299
H 0.023 2.413 0.301  0.518
H 0.963 -1.582 0.631  0.472
H -3.533 -1.294 -1.795  0.286
H -4.184 -0.359 -2.816  0.230

The charge is -2. The max |F| is 6.4 eV/A. The spin multiplicity is 1. For the frontier orbital gap, the calculation gives 7.835 eV.